Formula: H38O19
Source: OMol25
Level of theory: ωB97M-V with the def2-TZVPD basis set

Values from the calculation:
Net charge   0
E   -39517.9425 eV
HOMO energy   -10.1 eV
Orbital gap   9.883 eV

```
57
H38O19 ωB97M-V with the def2-TZVPD basis set
O 3.521 -1.428 1.682
O -2.833 0.328 -2.102
O -0.206 0.998 2.920
O -2.651 1.402 2.652
O 1.128 -1.092 -3.206
O -3.723 2.532 0.262
O 0.056 -3.112 2.622
O 0.929 2.920 0.316
O 0.259 -0.586 -0.126
O 1.290 -3.024 -0.426
O 2.933 -0.079 -0.403
O -1.406 3.630 -0.621
O 2.230 0.110 3.562
O 0.079 0.624 -4.869
O -1.926 0.844 0.330
O -1.383 -4.835 -1.324
O -2.084 -3.396 0.668
O 4.160 2.218 0.461
O -0.418 2.120 -2.571
H 4.173 -1.687 2.333
H -2.622 -3.379 1.447
H -0.685 -2.521 2.718
H 1.283 2.701 1.183
H 0.755 -2.751 3.150
H 0.273 2.740 -2.844
H 1.290 -0.859 -2.278
H -4.123 3.110 -0.416
H 2.025 -3.195 -1.024
H -1.789 0.203 1.041
H 3.710 -1.603 0.760
H -0.956 2.127 -3.373
H -0.802 2.963 -1.007
H 0.281 -1.481 -0.529
H 4.083 1.373 -0.012
H -2.233 3.105 -0.556
H -3.795 0.321 -2.073
H 2.489 0.766 -0.191
H 2.050 -0.508 -0.345
H -0.597 -0.297 -0.516
H 3.961 2.879 -0.211
H 2.706 -0.306 2.817
H -0.593 -4.487 -0.940
H 1.471 -3.472 0.410
H 0.254 3.584 0.463
H -2.019 -4.180 -1.618
H 0.659 0.968 2.514
H -3.924 1.753 -0.279
H 0.390 -0.289 -4.822
H -1.690 1.604 2.666
H -3.307 1.983 2.277
H -2.007 -4.292 0.296
H -2.583 0.621 -1.190
H -1.029 1.220 0.437
H -0.297 0.952 -4.045
H 0.677 -1.929 -3.010
H -0.652 0.199 3.164
H 2.882 0.743 3.862
```

List of natural (NBO) charges in e, atom by atom: O -0.984; O -0.974; O -0.977; O -1.039; O -0.937; O -0.912; O -0.944; O -0.981; O -1.006; O -0.982; O -1.002; O -1.005; O -0.979; O -0.980; O -0.964; O -0.962; O -0.986; O -0.958; O -0.929; H 0.487; H 0.469; H 0.471; H 0.472; H 0.474; H 0.486; H 0.478; H 0.469; H 0.486; H 0.503; H 0.514; H 0.477; H 0.488; H 0.497; H 0.484; H 0.481; H 0.454; H 0.488; H 0.498; H 0.501; H 0.472; H 0.496; H 0.493; H 0.512; H 0.506; H 0.492; H 0.517; H 0.468; H 0.496; H 0.501; H 0.500; H 0.493; H 0.487; H 0.501; H 0.463; H 0.460; H 0.494; H 0.472